One molecule with the formula C27H44O7. Source: the OMol25 dataset; level of theory: ωB97M-V/def2-TZVPD.

Computed properties:
Relative energy (zero: lowest compared OMol25 entry of this formula, charge and spin) in kJ/mol: 5.4
Structure (SMILES): CC(C)(O)CC[C@@H](O)[C@](C)(O)[C@H]1CC[C@@]2(O)C3=CC(=O)[C@@H]4C[C@@H](O)[C@@H](O)C[C@]4(C)[C@H]3CC[C@]12C
Net charge: 0
DFT total energy in Eh: -1581.9410
Gap between HOMO and LUMO in eV: 9.540
Lowest unoccupied orbital energy in eV: 0.5

XYZ file:
```
78
Properties=species:S:1:pos:R:3:forces:R:3:lowdin_charge:R:1
C -5.745244 -1.682543 -2.152036 -0.2 0.0 0.4 -0.01
H -4.708478 -1.869018 -1.888738 0.2 0.0 0.0 0.08
H -6.209920 -2.636651 -2.386202 -0.1 -0.1 -0.1 0.09
H -5.786776 -1.041551 -3.027740 0.0 0.1 -0.1 0.10
C -6.483325 -1.030120 -0.983872 -0.4 0.5 -0.6 -0.61
C -7.989130 -0.994376 -1.275582 0.3 -0.1 0.1 -0.03
H -8.372191 -2.009638 -1.350964 0.0 -0.1 0.0 0.09
H -8.183937 -0.478305 -2.211117 -0.1 0.1 -0.1 0.09
H -8.524821 -0.479485 -0.478809 -0.1 0.1 0.1 0.08
C -5.998940 0.411255 -0.717901 0.3 -0.3 -0.1 -0.13
H -6.492662 0.775211 0.189924 -0.1 0.0 0.0 0.12
H -6.350951 1.028593 -1.546768 -0.1 0.0 0.0 0.12
C -4.487971 0.627767 -0.582681 -0.1 -0.1 0.3 -0.12
H -4.309244 1.703866 -0.576768 0.0 0.0 -0.1 0.12
H -3.978110 0.204402 -1.444203 0.1 0.0 -0.1 0.10
C -3.870762 0.048182 0.698388 0.0 0.6 -0.2 -0.32
H -4.604433 0.212416 1.512858 0.1 0.1 0.0 0.15
O -3.584469 -1.322311 0.594080 0.0 -0.4 -0.1 -0.02
H -4.426703 -1.776425 0.412399 0.1 0.1 0.2 0.07
C -2.559053 0.770241 1.157445 -0.1 -0.8 0.2 -0.45
C -2.295169 0.272866 2.582654 0.0 0.1 -0.3 0.00
H -2.114148 -0.796419 2.562408 0.0 -0.1 0.1 0.09
H -1.451450 0.789948 3.023917 0.1 0.0 0.1 0.07
H -3.171007 0.460656 3.205382 -0.1 0.0 0.0 0.09
O -2.778558 2.172928 1.170389 -0.1 0.3 0.1 -0.02
H -3.374022 2.375931 1.899650 0.0 0.0 0.0 0.11
C -1.394035 0.438049 0.195274 -0.1 0.1 0.1 -0.15
H -1.503707 -0.624024 -0.034846 0.0 0.1 0.0 0.15
C 0.067211 0.638450 0.675530 0.0 -0.4 -0.1 -0.35
C 0.676003 -0.489289 1.509353 0.1 0.1 0.0 -0.11
H 0.196310 -0.572329 2.482535 -0.1 0.0 0.0 0.11
C 2.167132 -0.229661 1.725703 -0.1 -0.2 -0.2 -0.11
H 2.280082 0.686176 2.301942 0.1 0.0 0.1 0.10
H 2.582417 -1.049475 2.314448 0.1 0.1 0.1 0.12
C 2.954359 -0.115885 0.407458 0.2 -0.1 0.1 -0.18
C 2.291042 0.852729 -0.533116 0.1 -0.1 -0.3 -0.08
C 2.963553 1.729534 -1.284371 -0.5 0.2 0.0 0.07
C 4.423003 1.805865 -1.310265 0.4 -0.3 0.3 -0.37
O 5.025002 2.715525 -1.839343 0.0 0.0 -0.1 0.10
C 5.119359 0.606234 -0.701740 0.1 0.0 -0.1 -0.18
C 5.140365 -0.531335 -1.730139 0.4 -0.1 0.2 -0.06
H 4.128952 -0.832082 -2.005103 -0.1 0.0 -0.1 0.13
C 5.899504 -1.733918 -1.173838 -0.6 -0.4 -0.1 -0.33
O 7.248648 -1.382695 -0.996810 0.3 0.1 0.1 0.00
H 7.648726 -2.084006 -0.466818 0.0 0.0 0.0 0.10
C 5.285581 -2.194948 0.159038 -0.1 0.4 -0.2 -0.32
O 6.125857 -3.230568 0.643673 0.1 -0.2 0.1 -0.02
H 5.823204 -3.492463 1.519171 0.1 0.0 0.0 0.10
C 5.212962 -1.035381 1.154513 -0.1 -0.1 -0.3 -0.07
H 4.759606 -1.385781 2.085493 0.0 0.0 0.1 0.12
H 6.239459 -0.732700 1.376310 0.0 0.0 0.1 0.14
C 4.455675 0.192438 0.622567 0.1 0.0 0.1 -0.39
C 4.650588 1.346849 1.615614 0.0 -0.2 -0.1 -0.01
H 5.685406 1.681454 1.594141 0.1 0.0 0.0 0.10
H 4.421444 1.039223 2.632630 -0.1 0.0 0.1 0.09
H 4.020963 2.192732 1.350178 -0.1 0.2 0.1 0.09
H 4.283842 -2.605828 -0.036697 0.1 0.1 0.0 0.15
H 5.830031 -2.572917 -1.887457 0.0 0.1 0.1 0.15
H 5.657328 -0.186757 -2.626522 -0.1 0.0 -0.1 0.14
H 6.163607 0.873219 -0.512437 -0.1 0.1 0.0 0.16
H 2.450882 2.420686 -1.937901 -0.1 0.1 -0.1 0.12
C 0.807514 0.609965 -0.685843 0.0 0.8 0.0 -0.41
C -0.010475 1.587689 -1.520997 0.0 -0.3 0.1 -0.09
H 0.242675 2.612261 -1.257854 0.1 0.1 0.0 0.12
H 0.158982 1.455594 -2.591097 0.1 0.1 0.0 0.12
C -1.456441 1.255968 -1.120733 -0.1 0.0 -0.1 -0.10
H -2.028494 2.167206 -0.971401 -0.1 0.0 -0.1 0.11
H -1.934412 0.672328 -1.904481 -0.1 0.0 0.0 0.11
O 0.683848 -0.705700 -1.234561 -0.2 -0.3 0.0 0.03
H 0.813595 -0.642257 -2.186479 0.0 0.0 0.0 0.12
H 2.861839 -1.092112 -0.082574 0.0 0.0 0.0 0.14
H 0.532391 -1.429534 0.976497 0.0 -0.1 0.1 0.13
C 0.272306 2.006036 1.341079 0.0 0.0 -0.2 0.01
H -0.520790 2.688287 1.055089 0.0 0.2 0.0 0.09
H 0.260979 1.915377 2.424619 0.0 0.0 0.1 0.09
H 1.226684 2.441790 1.051660 0.1 0.1 0.1 0.09
O -6.250243 -1.866165 0.149213 0.1 -0.3 0.2 -0.03
H -6.788835 -1.551272 0.883609 0.0 0.0 0.0 0.11
```
Forces are in eV/Å.

=====

A 6-piece molecular cluster, C20H57N5O6 overall at a distorted geometry. Source: the OMol25 dataset; level of theory: ωB97M-V/def2-TZVPD.

Computed properties:
Relative energy (zero: lowest compared OMol25 entry of this formula, charge and spin) in kJ/mol: 268.9
Structure (SMILES): COC[C@H](C)N.COC[C@H](C)N.COC[C@H](C)N.COC[C@H](C)N.COC[C@H](C)N.O
Net charge: 0
DFT total energy in Eh: -1521.2539
Gap between HOMO and LUMO in eV: 9.315
Lowest unoccupied orbital energy in eV: 0.6

XYZ file:
```
88
Properties=species:S:1:pos:R:3:forces:R:3:lowdin_charge:R:1
O 0.006066 -24.461294 -6.439122 -0.6 -1.0 -0.4 -0.07
H 0.960907 -24.490030 -6.378325 0.4 0.0 -0.2 -0.02
H -0.238647 -23.651398 -5.991458 0.2 0.7 0.2 -0.02
C -0.792551 -28.084442 -6.923642 -1.4 0.5 -0.3 -0.04
C -1.906025 -27.439138 -7.855785 2.8 -0.1 0.5 -0.38
C -2.974208 -26.782623 -7.010469 -0.6 0.1 -0.4 -0.23
O -3.621671 -27.706794 -6.166278 -1.5 -0.9 0.1 -0.19
C -4.935152 -28.127201 -6.645248 0.6 1.0 0.5 -0.08
N -1.222991 -26.375762 -8.615718 -0.3 0.4 0.1 0.05
H 0.093526 -28.441877 -7.448252 -0.4 -0.5 -0.4 0.06
H -1.295992 -28.828993 -6.306974 0.6 -0.2 0.2 0.07
H -0.378735 -27.278133 -6.318060 -0.4 0.1 0.4 0.05
H -2.303019 -28.189084 -8.539945 -0.2 0.0 0.0 0.13
H -3.686676 -26.265410 -7.653098 -0.3 -0.1 -0.3 0.12
H -2.583325 -25.964799 -6.405100 0.5 -0.2 0.3 0.12
H -5.619530 -27.280366 -6.594345 0.1 0.4 -0.5 0.08
H -5.436123 -28.817643 -5.966714 0.8 -0.4 0.1 0.08
H -4.895537 -28.526488 -7.658714 0.1 -0.1 0.0 0.09
H -0.334009 -26.683345 -8.983423 -0.1 -0.8 -0.8 0.03
H -0.819184 -25.801453 -7.889627 -0.4 1.0 0.4 0.01
C -1.672919 -22.129103 -3.808141 0.9 0.7 -0.2 -0.05
C -0.172368 -22.003671 -3.751383 1.7 -2.8 0.6 -0.40
C 0.453083 -23.227917 -2.925227 -2.1 1.0 -1.0 -0.23
O 1.787787 -23.112479 -2.629055 1.3 0.4 0.5 -0.18
C 2.089371 -24.039626 -1.608042 1.1 -0.4 0.1 -0.11
N 0.380212 -22.005108 -5.114496 -0.4 0.1 1.0 0.04
H -2.005695 -22.281696 -2.781459 -0.7 0.2 -0.3 0.09
H -2.008118 -22.889878 -4.513101 0.1 -0.3 0.3 0.08
H -1.910983 -21.162535 -4.252172 -1.1 0.1 0.4 0.08
H 0.149038 -21.089433 -3.252413 -0.2 0.1 0.4 0.14
H 0.364564 -24.202775 -3.404707 -0.8 0.0 -0.6 0.12
H -0.165673 -23.270646 -2.028896 0.0 0.0 0.5 0.11
H 1.732386 -25.050196 -1.806579 -0.8 0.0 -0.2 0.09
H 1.731651 -23.683613 -0.641923 -0.1 -0.1 0.1 0.09
H 3.161033 -24.233782 -1.564149 0.2 0.7 0.0 0.09
H 1.370474 -21.891098 -4.951743 0.4 0.3 -0.6 0.08
H -0.000450 -21.150298 -5.494613 0.5 0.2 -0.7 0.08
C -0.040570 -20.495595 -11.184842 -0.5 0.1 1.4 -0.05
C -1.002361 -21.656862 -10.837919 1.0 0.8 0.2 -0.46
C -2.281306 -21.276233 -10.076938 0.5 0.7 0.5 -0.18
O -1.996022 -20.811438 -8.733602 -0.4 -0.7 0.1 -0.19
C -1.568108 -21.877326 -7.831841 0.1 1.1 -1.0 -0.09
N -1.335762 -22.284905 -12.083649 -1.0 -0.9 0.0 0.03
H 0.616212 -20.375151 -10.323315 0.2 0.3 0.0 0.07
H -0.594359 -19.563493 -11.297080 0.1 0.0 -0.3 0.08
H 0.589432 -20.708826 -12.048400 -0.3 -0.1 -0.1 0.07
H -0.434361 -22.305920 -10.171447 0.0 -0.4 0.1 0.11
H -3.044768 -22.052156 -10.020694 0.3 -0.7 0.0 0.12
H -2.795637 -20.488948 -10.628066 0.2 0.5 0.2 0.12
H -0.481026 -21.906052 -7.906189 0.0 -0.7 -0.1 0.07
H -2.079276 -22.813591 -8.055915 0.3 -0.2 -0.2 0.09
H -1.764280 -21.643494 -6.785451 -0.5 0.5 -0.2 0.05
H -0.525108 -22.765979 -12.446309 0.2 0.1 -0.2 0.07
H -1.951895 -23.029128 -11.789374 -0.4 -0.5 -0.6 0.07
C 0.687561 -28.497535 -11.148139 0.1 2.5 0.5 -0.06
C 2.019686 -27.795582 -11.572275 -1.4 -2.1 0.3 -0.41
C 2.616143 -26.931295 -10.471244 -0.1 0.7 -0.5 -0.21
O 1.786409 -25.784057 -10.354635 0.3 0.5 0.2 -0.19
C 2.018583 -25.005212 -9.171888 -0.1 -1.6 0.2 -0.09
N 2.878937 -28.912932 -11.917383 1.3 0.1 -0.3 0.01
H 0.031810 -27.639803 -10.998491 -0.7 -0.3 0.3 0.06
H 0.857057 -28.995811 -10.193629 -0.2 -0.2 0.0 0.08
H 0.232204 -29.150546 -11.892672 0.4 0.0 -0.1 0.08
H 1.798269 -27.244398 -12.486212 0.3 0.5 0.2 0.14
H 3.654279 -26.686737 -10.696127 0.2 0.5 -0.6 0.12
H 2.773323 -27.405613 -9.502526 -0.8 -0.7 0.3 0.12
H 1.241731 -24.249279 -9.057120 0.3 0.1 -0.3 0.08
H 3.049004 -24.671567 -9.049314 0.0 0.6 -0.5 0.08
H 1.915818 -25.694224 -8.333550 -0.3 -0.1 0.4 0.05
H 3.103581 -29.380911 -11.050992 0.2 -0.3 0.1 0.07
H 2.277655 -29.556754 -12.411400 0.3 -0.3 -0.2 0.06
C 2.300150 -26.630971 -5.242554 0.9 -1.0 0.9 -0.05
C 3.529287 -25.694008 -5.305514 -1.0 -0.7 -0.1 -0.38
C 4.742548 -26.167004 -6.195764 -0.9 -0.6 0.5 -0.16
O 5.281937 -27.338061 -5.573832 -0.8 0.9 0.9 -0.20
C 6.343521 -28.005345 -6.200760 -1.0 0.0 -1.0 -0.11
N 2.954252 -24.452168 -5.797697 1.5 1.1 -0.9 0.03
H 1.510868 -26.204573 -4.623428 0.0 0.5 -0.1 0.07
H 2.531395 -27.552483 -4.708287 0.2 -0.2 -0.2 0.08
H 1.850497 -26.917367 -6.193294 0.3 0.3 -0.2 0.06
H 3.916956 -25.506048 -4.304270 0.1 -0.5 0.3 0.13
H 5.514576 -25.413597 -6.352125 0.2 0.4 0.6 0.12
H 4.380972 -26.330678 -7.210933 -0.3 -0.6 -0.2 0.11
H 6.723291 -28.807076 -5.567433 0.2 0.5 0.4 0.09
H 7.088930 -27.292415 -6.553176 0.4 -0.2 0.1 0.09
H 5.895091 -28.529160 -7.044939 0.4 -0.1 -0.6 0.08
H 3.740440 -23.825850 -5.698978 0.0 0.9 -0.6 0.08
H 2.277272 -24.021809 -5.184030 -0.2 -0.5 0.6 0.04
```
Forces are in eV/Å.

=====

One molecule with the formula C4H8O3. Source: the OMol25 dataset; level of theory: ωB97M-V/def2-TZVPD.

Computed properties:
Relative energy (zero: lowest compared OMol25 entry of this formula, charge and spin) in kJ/mol: 133.9
Structure (SMILES): C[C@@H](O)[C@@H](O)C=O
Net charge: 0
DFT total energy in Eh: -382.9138
Gap between HOMO and LUMO in eV: 10.873
Lowest unoccupied orbital energy in eV: 0.7

XYZ file:
```
15
Properties=species:S:1:pos:R:3:forces:R:3:lowdin_charge:R:1
C -0.966213 0.684100 -1.352163 0.0 0.0 0.0 -0.04
C -0.681232 -0.444759 -0.374883 -0.2 0.2 0.1 -0.41
O 0.114554 -1.401034 -1.041950 0.1 -0.2 0.1 -0.02
C 0.037784 -0.002259 0.899210 0.0 0.2 -0.2 -0.32
O 0.287245 -1.153504 1.675485 0.1 0.1 0.2 -0.01
C 1.361552 0.705424 0.643628 0.3 0.0 0.3 -0.16
O 2.243467 0.669542 1.471778 -0.3 -0.1 -0.4 0.07
H -1.529040 0.287478 -2.201136 0.0 0.1 0.1 0.09
H -1.551051 1.486048 -0.887540 0.1 -0.2 0.0 0.09
H -0.035913 1.104717 -1.747410 -0.2 -0.1 0.0 0.07
H -1.633650 -0.893577 -0.049727 0.1 0.0 -0.1 0.15
H 0.346553 -2.056995 -0.368701 0.1 0.0 -0.1 0.10
H -0.600694 0.717848 1.447223 0.1 -0.1 -0.1 0.17
H 1.099737 -0.966046 2.176772 -0.2 -0.1 0.0 0.10
H 1.499913 1.255552 -0.301562 -0.1 0.1 0.1 0.13
```
Forces are in eV/Å.

=====

One molecule with the formula CH6N2 at a distorted geometry. Source: the OMol25 dataset; level of theory: ωB97M-V/def2-TZVPD.

Computed properties:
Relative energy (zero: lowest compared OMol25 entry of this formula, charge and spin) in kJ/mol: 209.0
Structure (SMILES): CNN
Net charge: 0
DFT total energy in Eh: -151.1194
Gap between HOMO and LUMO in eV: 9.499
Lowest unoccupied orbital energy in eV: 1.2

XYZ file:
```
9
Properties=species:S:1:pos:R:3:forces:R:3:lowdin_charge:R:1
C 1.122755 -0.015544 0.118698 -4.7 2.1 -2.4 -0.05
N -1.511049 0.198681 -0.011404 -0.6 1.1 1.2 -0.08
N -0.438657 -0.649260 0.164964 4.4 0.9 0.6 -0.20
H 1.215609 0.467767 1.057556 0.1 1.2 0.5 0.03
H 1.668172 -0.859704 0.212843 2.1 -2.7 -0.3 0.00
H 1.349887 0.640466 -0.867196 -0.5 -1.5 2.5 0.11
H -1.473001 0.899805 0.765198 -0.3 -0.9 -1.2 0.09
H -1.598174 0.664137 -0.901492 0.4 0.3 -0.3 0.05
H -0.335541 -1.346344 -0.539164 -0.9 -0.4 -0.6 0.06
```
Forces are in eV/Å.

=====

One molecule with the formula CH5NO at a distorted geometry. Source: the OMol25 dataset; level of theory: ωB97M-V/def2-TZVPD.

Computed properties:
Relative energy (zero: lowest compared OMol25 entry of this formula, charge and spin) in kJ/mol: 166.7
Structure (SMILES): CNO
Net charge: 0
DFT total energy in Eh: -171.0187
Gap between HOMO and LUMO in eV: 10.578
Lowest unoccupied orbital energy in eV: 1.1

XYZ file:
```
8
Properties=species:S:1:pos:R:3:forces:R:3:lowdin_charge:R:1
C -0.686117 -0.463878 0.243729 0.8 -1.7 1.2 -0.16
N 0.249610 0.164394 -0.657862 -0.7 1.8 -1.1 -0.18
O 1.280793 0.705669 0.176180 0.2 0.4 0.5 -0.13
H 2.165587 0.568457 -0.212384 -1.0 -0.3 -0.3 0.09
H -0.145712 -1.340240 0.734277 -0.8 1.1 -0.5 0.10
H -1.036497 0.206273 1.033952 0.0 0.0 0.0 0.07
H -1.539702 -0.868144 -0.303818 0.1 0.2 -0.1 0.08
H -0.287962 1.027468 -1.014075 1.4 -1.5 0.5 0.13
```
Forces are in eV/Å.

=====

One molecule with the formula C3H8N2 at a distorted geometry. Source: the OMol25 dataset; level of theory: ωB97M-V/def2-TZVPD.

Computed properties:
Relative energy (zero: lowest compared OMol25 entry of this formula, charge and spin) in kJ/mol: 350.4
Structure (SMILES): C=CCNN
Net charge: 0
DFT total energy in Eh: -228.5152
Gap between HOMO and LUMO in eV: 9.878
Lowest unoccupied orbital energy in eV: 1.2

XYZ file:
```
13
Properties=species:S:1:pos:R:3:forces:R:3:lowdin_charge:R:1
C -0.047577 1.014968 -0.275240 -1.4 -0.7 -0.6 -0.20
C 1.084163 0.409335 0.462575 -0.7 0.1 -0.7 -0.24
C 1.751635 -0.619329 -0.008173 -1.0 -0.5 -2.9 -0.01
N -1.430703 0.448236 0.214375 1.8 0.3 -2.2 -0.14
N -1.787140 -0.923405 -0.021593 -1.1 1.8 -2.3 -0.05
H -0.074488 2.139803 -0.304465 -0.2 -1.1 0.5 0.12
H 0.086396 0.686558 -1.316309 -0.4 0.2 0.1 0.09
H 1.261864 0.746214 1.430830 0.4 0.7 1.7 0.07
H 2.535933 -1.070247 0.569657 0.2 -0.5 -0.3 0.04
H -2.124369 -0.863615 -1.048651 1.0 -1.1 2.5 0.11
H 1.403608 -0.927823 -1.114234 1.4 0.2 2.6 0.11
H -1.475198 0.664269 1.159380 -0.4 0.1 2.1 0.05
H -1.184127 -1.704962 0.251852 0.4 0.7 -0.5 0.06
```
Forces are in eV/Å.

=====

> Look up the lowest unoccupied orbital energy of the fourth one.

1.2 eV